(1)
41
Properties=species:S:1:pos:R:3:lowdin_charge:R:1 method="wB97M-V/def2-TZVPD" total_charge=+1 s_squared=2.081 e_tot_ha=-1007.44848 multiplicity=3 lumo_ev="-4.3 / -4.6"
C -1.913 1.460 -0.240 -0.18
C -0.808 2.265 0.328 -0.13
C 0.225 2.297 -0.627 -0.12
H -0.792 2.667 1.321 0.13
C -0.214 1.592 -1.785 -0.16
C -1.505 1.058 -1.544 -0.12
H -2.101 0.501 -2.216 0.10
H -2.836 1.215 0.235 0.13
H 1.156 2.779 -0.486 0.11
H 0.350 1.451 -2.678 0.10
C 1.018 -0.946 1.982 -0.11
C 0.048 -0.039 2.438 -0.07
C -1.229 -0.584 1.997 -0.30
H 0.180 0.883 2.938 0.13
C -1.034 -1.773 1.281 -0.10
C 0.368 -2.008 1.289 -0.13
H 0.864 -2.816 0.799 0.12
H 2.064 -0.819 2.097 0.12
H -2.254 -0.135 2.219 0.15
H -1.781 -2.381 0.861 0.10
Mo 0.023 -0.013 -0.018 1.61
O 1.690 -0.314 -0.647 -0.38
C 2.534 0.064 -1.727 -0.25
C 2.276 -0.757 -2.926 -0.03
H 2.397 1.136 -1.946 0.11
H 3.570 -0.049 -1.391 0.13
H 1.418 -0.454 -3.524 0.11
H 2.943 -1.313 -5.430 0.11
C 3.328 -2.040 -4.720 -0.03
C 3.031 -1.848 -3.337 -0.24
C 3.559 -2.824 -2.434 -0.03
H 3.350 -2.728 -1.374 0.11
C 4.314 -3.884 -2.889 -0.08
H 4.698 -4.607 -2.177 0.11
C 4.590 -4.035 -4.247 -0.07
H 5.187 -4.870 -4.594 0.11
C 4.090 -3.101 -5.156 -0.08
H 4.299 -3.211 -6.214 0.11
O -3.008 1.806 2.848 0.41
C -2.284 1.371 2.161 -0.21
N -1.347 0.814 1.262 -0.31

(2)
43
Properties=species:S:1:pos:R:3:lowdin_charge:R:1 method="wB97M-V/def2-TZVPD" total_charge=0 e_tot_ha=-1145.33951 lumo_ev=0.7
C 3.173 -1.248 -0.175 -0.08
O 1.889 -1.425 0.371 -0.12
C 1.264 -2.635 0.190 -0.21
C 1.823 -3.725 -0.455 -0.03
C 1.106 -4.906 -0.575 -0.09
C -0.169 -5.004 -0.054 -0.09
C -0.743 -3.920 0.591 0.00
C -0.039 -2.733 0.717 -0.14
N -0.549 -1.597 1.350 0.16
C -1.743 -1.420 1.951 -0.43
O -2.618 -2.249 2.073 0.08
C -1.928 -0.013 2.527 -0.05
O -0.867 0.859 2.155 -0.01
C -1.090 2.177 2.286 -0.48
O -2.099 2.639 2.742 0.13
C 0.067 2.977 1.727 -0.03
C -0.309 3.338 0.323 -0.17
C -0.918 4.488 -0.090 -0.04
N -1.155 4.435 -1.436 0.08
C -0.717 3.236 -1.919 -0.21
C -0.745 2.714 -3.206 -0.02
C -0.228 1.451 -3.394 -0.10
C 0.312 0.722 -2.331 -0.09
C 0.352 1.236 -1.056 -0.02
C -0.173 2.508 -0.833 -0.12
H 3.169 -1.377 -1.261 0.10
H 3.898 -1.935 0.273 0.10
H 3.456 -0.223 0.061 0.10
H 2.818 -3.669 -0.866 0.10
H 1.557 -5.748 -1.079 0.10
H -0.725 -5.924 -0.146 0.10
H -1.736 -3.983 1.000 0.10
H 0.076 -0.800 1.335 0.12
H -2.885 0.393 2.182 0.14
H -1.980 -0.090 3.620 0.15
H 0.974 2.373 1.741 0.12
H 0.196 3.878 2.325 0.13
H -1.198 5.348 0.487 0.13
H -1.598 5.158 -1.977 0.16
H -1.160 3.280 -4.027 0.11
H -0.239 1.012 -4.381 0.10
H 0.703 -0.267 -2.521 0.10
H 0.780 0.668 -0.245 0.09

(3)
45
Properties=species:S:1:pos:R:3:lowdin_charge:R:1 method="wB97M-V/def2-TZVPD" total_charge=0 e_tot_ha=-1618.67471 lumo_ev=0.1
C 2.375 -1.040 2.870 -0.06
O 3.162 -0.012 2.301 -0.12
C 3.628 -0.295 1.029 -0.24
C 4.903 -0.808 0.889 -0.01
C 5.398 -1.067 -0.380 -0.07
C 4.618 -0.820 -1.483 0.00
C 3.317 -0.306 -1.364 -0.21
O 2.724 -0.089 -2.553 -0.05
C 1.415 0.430 -2.656 -0.06
C 2.807 -0.042 -0.087 0.01
C 1.437 0.462 0.232 -0.44
O 0.392 -0.132 0.031 0.08
N 1.455 1.630 0.921 0.03
N 0.287 2.255 1.320 -0.07
S -0.727 2.755 0.033 0.69
O -1.472 3.860 0.554 -0.28
O 0.149 2.970 -1.083 -0.29
C -1.882 1.432 -0.302 -0.28
C -1.951 0.902 -1.593 -0.06
C -2.839 -0.103 -1.855 0.00
C -3.684 -0.603 -0.840 -0.15
C -4.605 -1.644 -1.080 -0.03
C -5.420 -2.101 -0.083 -0.08
C -5.355 -1.539 1.202 -0.08
C -4.473 -0.530 1.470 -0.03
C -3.617 -0.038 0.463 -0.15
C -2.692 1.000 0.705 -0.01
H 1.483 -1.244 2.268 0.09
H 2.951 -1.965 2.973 0.10
H 2.079 -0.683 3.855 0.09
H 5.495 -0.990 1.772 0.12
H 6.394 -1.463 -0.501 0.11
H 4.981 -1.008 -2.481 0.12
H 0.679 -0.268 -2.248 0.09
H 1.247 0.557 -3.725 0.10
H 1.316 1.398 -2.156 0.07
H 2.297 2.182 1.008 0.17
H -0.230 1.703 1.996 0.12
H -1.297 1.307 -2.347 0.11
H -2.907 -0.530 -2.845 0.12
H -4.654 -2.074 -2.070 0.11
H -6.123 -2.899 -0.275 0.10
H -6.008 -1.912 1.977 0.10
H -4.418 -0.093 2.457 0.11
H -2.637 1.458 1.681 0.12

(4)
41
Properties=species:S:1:pos:R:3:lowdin_charge:R:1 method="wB97M-V/def2-TZVPD" total_charge=0 e_tot_ha=-1317.79906 lumo_ev=0.8
O -2.266 -2.967 -1.476 0.07
C -1.757 -1.911 -1.156 -0.52
C -0.253 -1.772 -1.061 -0.32
S 0.169 -1.575 0.724 0.96
C 1.919 -1.481 0.551 -0.51
C 2.800 -2.509 0.732 -0.10
N 4.069 -2.068 0.499 0.08
C 4.031 -0.742 0.166 -0.21
C 5.053 0.140 -0.159 -0.02
C 4.703 1.441 -0.451 -0.10
C 3.371 1.863 -0.417 -0.09
C 2.351 0.995 -0.097 -0.02
C 2.679 -0.327 0.193 -0.18
N -2.509 -0.838 -0.783 -0.01
C -3.842 -1.089 -0.264 -0.12
C -3.762 -0.992 1.257 -0.15
C -3.374 0.430 1.660 -0.13
C -2.411 1.075 0.700 -0.16
C -1.934 2.353 0.964 -0.03
C -1.111 3.013 0.072 -0.09
C -0.780 2.410 -1.130 -0.10
C -1.243 1.138 -1.411 -0.03
C -2.019 0.447 -0.484 -0.20
H 0.204 -2.695 -1.415 0.09
H 0.159 -0.917 -1.588 0.07
H 2.600 -3.525 1.014 0.12
H 4.903 -2.627 0.571 0.16
H 6.083 -0.183 -0.180 0.11
H 5.473 2.153 -0.708 0.10
H 3.143 2.894 -0.645 0.10
H 1.323 1.323 -0.061 0.09
H -4.534 -0.345 -0.670 0.14
H -4.144 -2.086 -0.588 0.12
H -3.003 -1.697 1.602 0.11
H -4.716 -1.267 1.708 0.11
H -4.271 1.058 1.698 0.12
H -2.940 0.429 2.662 0.12
H -2.222 2.834 1.888 0.12
H -0.745 4.002 0.303 0.10
H -0.172 2.931 -1.854 0.11
H -1.023 0.683 -2.365 0.12

(5)
46
Properties=species:S:1:pos:R:3:lowdin_charge:R:1 method="wB97M-V/def2-TZVPD" total_charge=0 e_tot_ha=-1975.98113 lumo_ev=0.5
C 1.845 0.022 -2.927 -0.04
C 1.111 -1.213 -2.500 -0.29
C 1.684 -2.473 -2.642 -0.05
C 1.009 -3.611 -2.234 -0.11
C -0.255 -3.493 -1.678 -0.56
S -1.104 -4.946 -1.059 0.93
C -0.406 -5.004 0.647 -0.35
C -0.545 -3.639 1.281 -0.54
O -1.530 -3.292 1.885 0.08
N 0.551 -2.846 1.054 0.13
C 0.671 -1.468 1.223 -0.21
C -0.290 -0.701 1.882 0.02
C -0.131 0.670 1.967 -0.05
C 0.975 1.265 1.397 -0.30
S 1.181 3.029 1.464 0.68
O 0.321 3.614 2.443 -0.27
O 2.575 3.356 1.482 -0.29
N 0.669 3.519 -0.096 -0.01
C -0.671 3.618 -0.325 -0.45
N -1.435 2.738 0.318 0.13
C -2.739 2.845 0.142 -0.11
C -3.302 3.808 -0.683 -0.05
C -2.407 4.635 -1.346 -0.13
N -1.099 4.547 -1.176 0.13
C 1.949 0.519 0.761 -0.06
C 1.800 -0.850 0.678 -0.02
C -0.855 -2.247 -1.559 -0.09
C -0.169 -1.116 -1.962 -0.04
H 2.919 -0.151 -2.952 0.08
H 1.526 0.317 -3.927 0.09
H 1.630 0.846 -2.249 0.07
H 2.671 -2.567 -3.075 0.11
H 1.459 -4.589 -2.343 0.11
H -1.027 -5.730 1.168 0.08
H 0.626 -5.351 0.594 0.08
H 1.313 -3.262 0.534 0.13
H -1.153 -1.183 2.311 0.11
H -0.857 1.294 2.462 0.11
H 1.241 4.216 -0.549 0.12
H -3.341 2.124 0.680 0.11
H -4.367 3.900 -0.811 0.10
H -2.735 5.400 -2.038 0.11
H 2.812 1.020 0.353 0.12
H 2.549 -1.449 0.179 0.12
H -1.844 -2.170 -1.134 0.12
H -0.627 -0.145 -1.848 0.12